(1)
111
Properties=species:S:1:pos:R:3 method="wB97M-V/def2-TZVPD" max_force_ev_per_a=3.57 total_charge=-1 total_energy_ha=-4912.94953 s_squared=3.76 homo_lumo_gap_ev="5.58 / 7.51" multiplicity=4 relative_energy_kj_mol=169.17
V 0.5502 -0.6925 -0.8767
C 3.3005 0.7922 -2.2985
C 2.9849 1.0495 -0.8595
C 3.7421 1.8715 -0.0097
C 3.2383 1.6691 1.2560
C 3.7527 2.2639 2.5226
N 2.2048 0.7993 1.1633
N 2.0308 0.4477 -0.1476
B 1.7902 -0.2027 2.2960
N 1.6714 -1.6138 1.7066
N 0.8359 -1.9520 0.6843
C 0.7385 -3.2824 0.6913
C -0.1063 -4.0876 -0.2421
C 1.5238 -3.8087 1.7276
C 2.1040 -2.7211 2.3396
C 3.0464 -2.7138 3.4969
N 0.4806 -0.0225 3.1361
N -0.5941 -0.8240 2.9118
C -1.2616 -0.9070 4.0530
C -2.4523 -1.7879 4.2536
C -0.6400 -0.1241 5.0392
C 0.4651 0.4147 4.4211
C 1.4890 1.3179 5.0184
H 3.8061 1.6615 -2.7249
H 3.9777 -0.0622 -2.3605
H 2.4154 0.5555 -2.8778
H 4.5768 2.4975 -0.2810
H 4.5056 3.0122 2.2809
H 2.9591 2.7401 3.0954
H 4.2080 1.4965 3.1518
H 2.6799 -0.1671 3.0958
H -0.6019 -3.4535 -0.9713
H 0.5008 -4.8234 -0.7736
H -0.8623 -4.6313 0.3300
H 1.6597 -4.8476 1.9792
H 3.3021 -3.7400 3.7543
H 3.9602 -2.1782 3.2380
H 2.5980 -2.2332 4.3685
H -3.3909 -1.2314 4.1832
H -2.4687 -2.5768 3.5068
H -2.4032 -2.2393 5.2454
H -0.9568 0.0243 6.0599
H 1.2089 1.5516 6.0446
H 2.4790 0.8573 5.0166
H 1.5488 2.2515 4.4609
O -0.9107 -1.4355 -4.2877
C -0.3665 -1.8658 -3.2763
O -0.7298 -1.6316 -2.0629
C 0.7947 -2.8334 -3.3899
C 0.7754 -3.8451 -4.3005
C 1.8007 -4.8091 -4.3111
C 2.8299 -4.7429 -3.3916
C 2.8919 -3.7124 -2.4704
C 1.8630 -2.6968 -2.4348
O 1.8915 -1.7347 -1.6166
N 3.9725 -3.7440 -1.5218
O 4.8059 -4.6419 -1.6381
O 4.0451 -2.9060 -0.6442
N 1.7710 -5.8813 -5.2541
O 0.8428 -5.9337 -6.0495
O 2.6731 -6.7098 -5.2379
H -0.0336 -3.9243 -5.0130
H 3.5875 -5.5102 -3.3771
Cl -3.3136 0.2053 -2.6504
C -3.6806 1.6982 -1.8997
C -4.6191 2.5272 -2.4956
C -4.9049 3.7622 -1.9389
C -4.2396 4.1578 -0.7945
C -3.2997 3.3223 -0.2052
C -2.9933 2.0667 -0.7276
P -1.7931 0.8545 0.1297
C -1.5363 2.0532 1.5010
C -2.3860 2.2535 2.5811
C -2.1674 3.3060 3.4607
C -1.1020 4.1718 3.2697
C -0.2294 3.9608 2.2110
C -0.4413 2.9037 1.3413
C -3.1565 -0.2836 0.6124
C -2.9026 -1.6466 0.4846
C -3.9290 -2.5679 0.6149
C -5.2166 -2.1389 0.8999
C -5.4734 -0.7848 1.0594
C -4.4524 0.1409 0.9034
H -5.1206 2.1892 -3.3929
H -5.6504 4.3995 -2.3978
H -4.4592 5.1172 -0.3424
H -2.8069 3.6643 0.6948
H -3.2246 1.5895 2.7389
H -2.8368 3.4477 4.3008
H -0.9494 5.0049 3.9451
H 0.6162 4.6238 2.0651
H 0.2506 2.7216 0.5257
H -1.8899 -1.9608 0.2697
H -3.7266 -3.6234 0.4798
H -6.0255 -2.8542 0.9849
H -6.4769 -0.4438 1.2848
H -4.6780 1.1957 0.9880
O 0.3991 0.9407 -2.4758
S -0.2528 2.2697 -2.5648
C 1.1105 3.5208 -2.4624
C 1.3877 4.0532 -3.8681
C 0.9431 2.9605 -4.8376
C -0.4375 2.5470 -4.3627
H 1.9582 2.9822 -2.0422
H 0.7897 4.2938 -1.7636
H 2.4433 4.2954 -4.0002
H 0.8003 4.9580 -4.0434
H 1.6141 2.1014 -4.7652
H 0.9380 3.3106 -5.8712
H -0.7982 1.6060 -4.7776
H -1.1820 3.3360 -4.4952

(2)
28
Properties=species:S:1:pos:R:3 method="wB97M-V/def2-TZVPD" max_force_ev_per_a=5.12 total_charge=+1 smiles="N/C([O-])=C/[C@H]1CC[N@@H+](C(=[NH2+])I)CC1" total_energy_ha=-850.65190 homo_lumo_gap_ev="7.25 / 7.52"
N -0.0872 -3.3110 0.7817
C -0.4166 -2.0294 0.3152
O -0.9240 -1.9381 -0.8485
C -0.0809 -0.9024 1.0726
C -0.8915 0.4145 1.1455
C -1.7244 0.6965 -0.1402
C -0.7990 0.9573 -1.3465
N 0.6441 1.0820 -0.9502
C 1.4743 -0.1274 -0.7989
N 1.2691 -1.0100 -1.8010
I 3.3950 0.0678 0.1344
C 0.6152 2.0784 0.1287
C 0.0408 1.5432 1.4965
H 0.4936 -3.3020 1.6334
H -0.6825 -4.0474 0.4553
H 0.5786 -1.2180 1.8563
H -1.5162 0.1136 1.9080
H -2.3699 1.5534 0.1684
H -2.2298 -0.1527 -0.2617
H -0.7861 0.2651 -2.1519
H -1.1668 1.8449 -1.7600
H 1.1958 1.6563 -1.7470
H 0.2920 -1.5690 -1.8015
H 1.7654 -1.8189 -2.0580
H -0.0378 2.8916 -0.1141
H 1.5776 2.6724 0.3994
H 0.6764 1.1019 2.2883
H -0.3053 2.4874 1.9959

(3)
6
Properties=species:S:1:pos:R:3 method="wB97M-V/def2-TZVPD" max_force_ev_per_a=2.36 total_charge=0 smiles="O=[SH]#S#CF" total_energy_ha=-1010.02233 homo_lumo_gap_ev="7.88 / 7.88" relative_energy_kj_mol=372.41
O 0.3963 0.7498 1.8030
S -0.6073 0.2712 0.8347
S -0.1173 -2.0699 0.8249
C 1.1763 -1.7505 1.7410
F 2.1039 -2.7447 1.9626
H 0.0894 0.5962 -0.3372

(4)
16
Properties=species:S:1:pos:R:3 method="wB97M-V/def2-TZVPD" max_force_ev_per_a=4.05 total_charge=0 total_energy_ha=-413.34388 homo_lumo_gap_ev=10.01 relative_energy_kj_mol=189.48
C 2.5249 -0.0690 -0.3776
N 1.2422 -0.0817 0.2231
N 0.7701 1.1856 0.5293
C 0.2612 -0.9706 -0.1674
N -0.9599 -0.8612 0.0047
C -1.9076 0.1014 -0.2117
N -3.1647 -0.3262 0.1653
O -1.7816 1.1742 -0.7718
H 2.8389 -1.0984 -0.5994
H 3.2572 0.3362 0.3354
H 2.6118 0.5681 -1.2977
H -0.0827 1.4554 -0.0510
H 0.6858 1.2481 1.5529
H 0.7101 -1.9524 -0.5186
H -3.8558 0.4094 0.4093
H -3.1499 -1.1191 0.7751